Molecular formula: H3NO4P
Method: DFT, wB97M-V/def2-TZVPD

Last column: natural (NBO) charge in e.
CARTESIAN COORDINATES (ANGSTROEM)
N  -1.69539  0.32275  -0.24980  -1.0780
O  0.60917  -1.45616  -0.32045  -1.1236
O  0.89675  -0.08127  1.83059  -1.1198
O  1.33515  1.07483  -0.42161  -0.5827
O  2.55640  0.33390  -0.30796  -0.5637
P  1.19920  -0.33047  0.41916  2.3991
H  -0.87712  0.14696  0.33561  0.3677
H  -2.54784  -0.31222  -0.09425  0.3477
H  -1.47632  0.30169  -1.19130  0.3533

Values from the calculation:
ΔE to the lowest compared entry with this formula, charge and spin = 1.214 eV
Strongest force on any atom = 3.6 eV Å⁻¹
Charge = -1
E_HOMO = -5.069 eV
Spin multiplicity = 1